Entry 1:
Formula: CaFHO2S
Source: the Open Molecules 2025 dataset
Level of theory: ωB97M-V with the def2-TZVPD basis set

Computed properties:
Lowest unoccupied orbital energy ... -0.83 eV
Net charge ... 0
HOMO level ... -7.432 eV

The geometry in XYZ format:
```
6
Properties=species:S:1:pos:R:3:forces:R:3:mulliken_charge:R:1
Ca -1.425741 0.111918 0.063162 2.260 0.146 0.757 1.53
S 1.062422 0.587700 -0.661208 1.454 1.465 -0.912 0.02
F -3.292246 -0.104526 0.047406 -2.198 -0.269 -0.110 -0.75
O 1.000030 -0.784077 0.422911 -1.330 -0.139 0.799 -0.62
O 1.505383 1.813102 0.153474 -0.712 -1.338 -0.303 -0.54
H 1.150154 -1.624116 -0.025747 0.525 0.135 -0.231 0.35
```
Forces are in eV/Å.

=====

Entry 2:
Formula: C3H6Br2O6P2
Source: the Open Molecules 2025 dataset
Level of theory: ωB97M-V with the def2-TZVPD basis set

Computed properties:
Lowest unoccupied orbital energy ... 5.01 eV
Net charge ... -2
HOMO level ... -0.432 eV
Relative energy (zero: lowest compared OMol25 entry of this formula, charge and spin) ... 19.2 kJ/mol

The geometry in XYZ format:
```
19
Properties=species:S:1:pos:R:3:forces:R:3:mulliken_charge:R:1
Br -0.083233 0.956598 -2.788213 0.073 0.225 -0.068 -0.33
Br 2.921543 -2.861680 -3.396159 0.818 -0.310 -0.309 -0.38
P 1.450888 -0.506762 -1.966425 -1.335 -0.679 0.771 0.94
P 0.097639 1.145293 0.678547 -0.513 -1.473 -1.387 0.26
O 2.769758 0.053872 -1.798602 1.406 1.221 -0.054 -0.64
O 0.840760 -1.546443 -1.108162 -0.225 0.245 -0.181 -0.51
O -1.658114 1.184349 0.629979 0.986 -1.614 0.069 -0.31
O 0.421637 -1.956769 -4.069883 0.214 0.630 -0.708 -0.37
O 0.339031 0.090728 1.998729 0.120 -0.715 -1.503 -0.27
O 0.370924 2.463738 1.264011 0.530 2.519 0.713 -0.74
C 1.350602 -1.539710 -3.488531 -0.986 -1.628 0.027 0.33
C 0.272446 0.669368 3.197491 0.715 2.534 3.581 -0.74
C -2.306230 -0.015777 0.135833 -0.772 2.016 -1.476 -0.60
H -1.812004 -0.749495 -0.552408 0.694 0.832 0.862 0.27
H -0.183141 -0.023052 3.894706 0.101 -0.460 0.610 0.28
H -2.728617 -0.576108 0.983895 -0.350 0.199 -0.399 0.20
H -0.362237 1.602628 3.282265 0.487 -0.805 -0.517 0.26
H -3.010862 0.537774 -0.586257 -0.192 -1.625 1.151 0.21
H 1.309210 1.071449 3.689185 -1.773 -1.112 -1.182 0.16
```
Forces are in eV/Å.